Entry i
ORCA calculation (ωB97M-V with the def2-TZVPD basis set) on a molecular structure, C30H56BLaN8O.

Gap between HOMO and LUMO   8.80 eV
Multiplicity   1
E_HOMO   -13.99 eV
LUMO level   -5.189 eV
Net charge   +2

Each line ends with the Mulliken charge.
Geometry (Å):
La: 0.67 -0.87 -1.83  1.479
C: 2.10 3.24 -4.41  -1.485
C: 0.89 2.35 -4.02  0.891
C: 1.23 0.89 -4.36  -1.771
C: 0.47 2.59 -2.64  -0.692
C: 0.21 3.77 -1.95  -0.436
C: -0.21 3.45 -0.72  -0.418
C: -0.76 4.28 0.36  1.295
C: 0.30 4.37 1.52  -0.894
C: -1.14 5.62 -0.26  -2.073
N: -0.21 2.04 -0.60  0.842
N: 0.10 1.54 -1.82  -0.474
B: -0.57 1.17 0.61  -0.543
N: -1.72 0.19 0.41  1.155
N: -1.48 -0.77 -0.54  -0.353
C: -2.50 -1.63 -0.58  -0.963
C: -3.42 -1.26 0.45  -0.410
C: -2.87 -0.14 1.02  0.001
C: -3.47 0.74 2.06  0.603
C: -4.57 1.60 1.28  -1.361
C: -4.04 -0.19 3.20  -1.320
C: -2.64 -2.71 -1.62  1.739
C: -1.90 -2.33 -2.91  -1.252
C: -4.04 -3.02 -1.93  -1.937
N: 0.69 0.29 1.15  1.556
N: 1.69 -0.15 0.32  -0.907
C: 2.64 -0.73 1.09  -0.149
C: 2.24 -0.58 2.41  -0.291
C: 1.08 0.16 2.43  -0.629
C: 0.30 0.58 3.67  1.593
C: -0.09 -0.54 4.67  -1.599
C: 1.14 1.59 4.40  -1.603
C: 3.94 -1.33 0.60  0.851
C: 4.22 -2.80 1.14  -1.186
C: 5.04 -0.26 0.78  -1.411
H: 2.13 3.26 -5.50  0.400
H: 1.97 4.23 -4.06  0.443
H: 3.01 2.81 -3.99  0.355
H: 0.10 2.60 -4.72  0.385
H: 2.18 0.59 -3.94  0.438
H: 0.35 0.16 -4.25  0.219
H: 1.42 0.77 -5.42  0.573
H: 0.28 4.81 -2.27  0.502
H: -1.67 3.83 0.72  0.033
H: 1.12 5.12 1.22  0.372
H: -0.16 4.72 2.46  0.321
H: 0.90 3.46 1.62  0.074
H: -0.29 6.26 -0.56  0.349
H: -1.77 5.46 -1.10  0.542
H: -1.69 6.20 0.47  0.445
H: -0.80 1.90 1.55  -0.176
H: -4.36 -1.77 0.59  0.548
H: -2.71 1.46 2.41  -0.122
H: -5.34 0.91 0.81  0.323
H: -5.13 2.26 1.92  0.456
H: -4.02 2.16 0.50  0.286
H: -4.61 -0.95 2.72  0.323
H: -3.24 -0.58 3.83  0.228
H: -4.69 0.45 3.77  0.452
H: -2.28 -3.65 -1.25  -0.125
H: -1.78 -1.26 -2.98  0.374
H: -0.85 -2.80 -2.98  -0.075
H: -2.32 -2.65 -3.88  0.560
H: -4.57 -2.20 -2.37  0.428
H: -4.15 -3.91 -2.67  0.423
H: -4.59 -3.34 -1.07  0.456
H: 2.77 -0.81 3.31  0.809
H: -0.65 1.04 3.40  -0.402
H: 0.81 -0.99 5.23  0.300
H: -0.76 -0.12 5.43  0.447
H: -0.64 -1.37 4.22  0.278
H: 1.83 1.13 5.11  0.395
H: 1.72 2.23 3.74  0.369
H: 0.54 2.24 5.08  0.378
H: 3.78 -1.47 -0.54  -0.425
H: 3.99 -2.75 2.16  0.337
H: 3.46 -3.30 0.62  0.223
H: 5.19 -3.23 0.98  0.397
H: 5.12 0.19 1.78  0.303
H: 5.99 -0.67 0.43  0.440
H: 4.85 0.58 0.11  0.339
C: -0.10 -2.92 1.45  -0.539
C: 0.59 -3.60 0.34  0.732
C: 0.55 -5.09 0.39  -1.472
O: 1.21 -3.03 -0.51  -0.292
H: 0.04 -3.52 2.37  0.656
H: -1.16 -2.92 1.25  0.268
H: 0.26 -1.91 1.67  -0.352
H: 1.41 -5.57 -0.10  0.384
H: -0.30 -5.36 -0.30  0.278
H: 0.55 -5.51 1.36  0.438
N: 1.55 -2.68 -3.65  -0.445
N: 2.66 -1.89 -3.93  -0.455
H: 1.77 -3.60 -3.23  0.223
H: 1.07 -2.81 -4.55  0.296
H: 2.59 -1.44 -4.80  0.216
H: 3.55 -2.36 -3.74  0.213



Entry ii
ORCA calculation (ωB97M-V with the def2-TZVPD basis set) on a molecular structure, C30H56BLaN8O.

Gap between HOMO and LUMO   8.20 eV
Multiplicity   1
E_HOMO   -13.68 eV
LUMO level   -5.475 eV
Net charge   +2

Each line ends with the Mulliken charge.
Geometry (Å):
La: -10.45 -10.25 11.10  1.777
C: -12.21 -8.81 15.87  -1.381
C: -12.61 -9.72 14.65  1.095
C: -13.85 -10.54 14.96  -1.485
C: -12.86 -8.83 13.43  -0.384
C: -13.63 -7.66 13.40  0.166
C: -13.63 -7.20 12.12  -0.311
C: -14.20 -5.94 11.59  1.072
C: -15.53 -5.66 12.34  -1.949
C: -13.23 -4.77 11.65  -1.380
N: -12.84 -8.06 11.35  1.073
N: -12.41 -9.07 12.20  -1.070
B: -12.64 -7.93 9.78  0.699
N: -11.27 -7.46 9.52  1.074
N: -10.21 -7.87 10.36  -0.368
C: -9.19 -7.02 10.18  -0.270
C: -9.59 -6.02 9.25  -0.380
C: -10.90 -6.37 8.86  -0.792
C: -11.66 -5.72 7.72  2.212
C: -12.26 -4.38 8.06  -1.213
C: -10.79 -5.64 6.43  -1.742
C: -7.80 -7.01 10.87  0.747
C: -7.85 -7.99 12.01  -1.087
C: -7.36 -5.62 11.35  -1.443
N: -13.00 -9.27 9.10  0.775
N: -12.18 -10.32 9.35  -0.895
C: -12.71 -11.36 8.67  -0.261
C: -13.88 -11.02 8.05  0.553
C: -14.05 -9.67 8.37  -0.850
C: -15.18 -8.77 7.95  1.161
C: -14.90 -8.19 6.51  -1.248
C: -16.55 -9.44 8.24  -1.588
C: -12.14 -12.77 8.67  0.878
C: -12.90 -13.57 7.57  -1.725
C: -12.34 -13.56 9.98  -1.000
H: -12.15 -9.41 16.81  0.416
H: -11.27 -8.28 15.67  0.311
H: -13.06 -8.12 15.99  0.324
H: -11.69 -10.23 14.39  -0.318
H: -14.56 -9.89 15.37  0.371
H: -14.20 -11.05 14.04  0.331
H: -13.62 -11.35 15.64  0.448
H: -14.17 -7.12 14.18  0.353
H: -14.49 -6.09 10.56  -0.165
H: -15.41 -5.32 13.35  0.384
H: -16.07 -4.80 11.83  0.403
H: -16.21 -6.47 12.40  0.465
H: -12.96 -4.72 12.71  0.360
H: -12.34 -4.93 10.94  0.163
H: -13.71 -3.85 11.41  0.442
H: -13.47 -7.08 9.42  -0.361
H: -9.03 -5.19 8.94  0.581
H: -12.42 -6.42 7.42  -1.236
H: -11.47 -3.76 8.46  0.353
H: -12.78 -3.92 7.19  0.438
H: -13.06 -4.47 8.89  0.074
H: -10.15 -4.77 6.39  0.400
H: -10.17 -6.49 6.20  0.446
H: -11.43 -5.61 5.49  0.387
H: -7.22 -7.39 10.05  0.308
H: -8.57 -7.69 12.79  0.320
H: -8.09 -9.00 11.66  -0.219
H: -6.95 -8.15 12.55  0.544
H: -7.96 -5.25 12.17  0.369
H: -6.36 -5.70 11.64  0.469
H: -7.45 -4.88 10.54  0.350
H: -14.64 -11.60 7.48  0.409
H: -15.12 -7.93 8.62  -0.327
H: -14.92 -8.94 5.71  0.355
H: -15.58 -7.40 6.16  0.418
H: -13.91 -7.75 6.47  0.214
H: -16.87 -10.21 7.50  0.316
H: -16.51 -10.02 9.15  0.434
H: -17.33 -8.71 8.35  0.417
H: -11.08 -12.86 8.39  -0.178
H: -13.97 -13.83 7.79  0.296
H: -12.95 -13.01 6.60  0.448
H: -12.46 -14.54 7.37  0.453
H: -13.41 -13.47 10.27  0.360
H: -12.07 -14.63 9.90  0.424
H: -11.84 -13.13 10.82  -0.032
C: -10.11 -13.98 13.79  -0.986
C: -9.31 -12.72 13.79  0.789
C: -8.30 -12.47 14.85  -1.211
O: -9.47 -12.00 12.79  -0.479
H: -10.24 -14.52 14.74  0.378
H: -9.56 -14.60 13.10  0.324
H: -11.12 -13.80 13.44  0.263
H: -8.89 -12.14 15.72  0.343
H: -7.64 -11.61 14.61  0.300
H: -7.70 -13.30 15.24  0.373
N: -8.26 -10.56 9.39  -0.523
N: -8.79 -11.91 9.57  -0.649
H: -8.66 -10.14 8.53  0.243
H: -7.26 -10.51 9.31  0.269
H: -8.05 -12.38 10.12  0.250
H: -8.77 -12.35 8.61  0.343



Stability summary - winner: entry ii; margin: 0.591 eV.



Entry i
ORCA calculation (ωB97M-V with the def2-TZVPD basis set) on a single C6H9P molecule.

Gap between HOMO and LUMO   9.36 eV
Multiplicity   1
SMILES   CC1=CP2C[C@H]2C1
E_HOMO   -8.40 eV
LUMO level   0.966 eV
Net charge   0

Each line ends with the natural charge from an NBO analysis.
Geometry (Å):
C: -0.66 1.55 0.16  -0.490
C: 0.35 0.66 0.16  0.018
C: 0.04 -0.74 0.58  -0.433
C: -2.09 -0.65 -0.80  -0.654
C: -1.56 -0.86 0.57  -0.451
C: 1.77 0.87 0.03  -0.644
P: -2.34 0.80 0.30  0.646
H: -0.67 2.56 0.06  0.213
H: 0.53 -1.41 -0.07  0.213
H: 0.32 -1.08 1.61  0.224
H: -1.39 -0.57 -1.77  0.227
H: -2.97 -1.08 -1.10  0.220
H: -2.09 -1.54 1.27  0.238
H: 2.39 -0.01 -0.37  0.225
H: 2.25 1.13 1.13  0.225
H: 1.91 1.77 -0.64  0.225



Entry ii
ORCA calculation (ωB97M-V with the def2-TZVPD basis set) on a molecular structure, C6H9P.

Gap between HOMO and LUMO   9.10 eV
Multiplicity   1
E_HOMO   -8.68 eV
LUMO level   0.420 eV
Net charge   0

Each line ends with the natural charge from an NBO analysis.
Geometry (Å):
C: 0.56 0.91 -0.72  0.056
C: -0.57 1.69 -0.16  -0.086
C: 1.12 1.89 0.13  -0.410
C: 0.10 -0.51 -0.60  -0.278
C: -0.97 0.23 0.30  -0.481
C: 1.07 -1.52 -0.05  -0.632
P: -2.79 -0.16 -0.05  0.272
H: 1.76 1.70 1.01  0.197
H: 1.28 2.89 -0.12  0.239
H: -0.28 -0.80 -1.53  0.233
H: -0.79 0.24 1.34  0.238
H: 1.87 -1.08 0.57  0.216
H: 1.80 -1.98 -0.78  0.222
H: 0.68 -2.40 0.46  0.228
H: -2.88 0.90 -0.99  -0.006
H: -3.26 0.77 0.95  -0.009



Stability summary - winner: entry i; margin: 4.071 eV.



Entry i
ORCA calculation (ωB97M-V with the def2-TZVPD basis set) on a single CHN3OS molecule.

Gap between HOMO and LUMO   10.26 eV
Multiplicity   1
SMILES   Sc1nnon1
E_HOMO   -10.16 eV
LUMO level   0.101 eV
Net charge   0

Each line ends with the natural charge from an NBO analysis.
Geometry (Å):
C: -0.27 -0.04 0.02  0.118
H: -1.15 -1.78 -1.22  0.149
N: -0.32 1.05 0.82  -0.249
N: 0.90 1.36 1.02  0.147
N: 0.93 -0.35 -0.34  -0.125
O: 1.66 0.48 0.39  -0.110
S: -1.76 -0.72 -0.68  0.070



Entry ii
ORCA calculation (ωB97M-V with the def2-TZVPD basis set) on a single CHN3OS molecule.

Gap between HOMO and LUMO   8.36 eV
Multiplicity   1
SMILES   S=c1nn[nH]o1
E_HOMO   -9.28 eV
LUMO level   -0.917 eV
Net charge   0

Each line ends with the natural charge from an NBO analysis.
Geometry (Å):
C: -0.98 0.16 -0.03  0.222
H: 1.77 -0.92 0.36  0.398
N: -0.12 1.27 -0.01  -0.239
N: 1.08 0.84 -0.07  0.060
N: 1.07 -0.48 -0.18  -0.122
O: -0.21 -0.97 0.00  -0.285
S: -2.61 0.10 -0.07  -0.034



Stability summary - winner: entry i; margin: 0.251 eV.



Entry i
ORCA calculation (ωB97M-V with the def2-TZVPD basis set) on 3 unconnected molecules or ions with the total composition H5O3.

Gap between HOMO and LUMO   8.56 eV
Multiplicity   1
E_HOMO   -3.68 eV
LUMO level   4.881 eV
Net charge   -1

Each line ends with the natural charge from an NBO analysis.
Geometry (Å):
O: -0.78 -0.02 0.68  -1.290
H: -0.84 0.69 1.32  0.408
O: -0.57 1.83 -1.13  -1.038
H: -0.82 1.05 -0.49  0.514
H: -1.13 2.56 -0.87  0.428
O: 1.47 -1.87 0.37  -0.996
H: 0.76 -2.46 0.11  0.452
H: 0.91 -1.10 0.55  0.523



Entry ii
ORCA calculation (ωB97M-V with the def2-TZVPD basis set) on 3 unconnected molecules or ions with the total composition H5O3.

Gap between HOMO and LUMO   8.93 eV
Multiplicity   1
E_HOMO   -3.98 eV
LUMO level   4.947 eV
Net charge   -1

Each line ends with the natural charge from an NBO analysis.
Geometry (Å):
O: 0.67 -0.29 0.90  -1.248
H: 0.86 -1.18 0.58  0.410
O: -1.88 -0.68 0.56  -1.038
H: -1.77 -1.27 -0.19  0.436
H: -0.92 -0.43 0.80  0.513
O: 0.76 1.31 -1.20  -1.026
H: 1.53 1.86 -1.02  0.437
H: 0.74 0.66 -0.44  0.516



Stability summary - winner: entry ii; margin: 0.194 eV.